No. 1
Formula: C51H88O3S
Source: the Open Molecules 2025 dataset
Level of theory: ωB97M-V/def2-TZVPD

Structure (ORCA input):
```
! RIJCOSX wB97M-V def2-TZVPD def2/J DEFGRID3
* xyz 0 1
O 1.62067 -1.70633 5.86354
S 1.11335 -1.25906 4.51471
O -0.18990 -0.65525 4.36611
O 2.32662 -0.29765 3.81250
C 1.92725 0.49126 2.74707
C 3.25891 0.84470 2.06403
C 1.46139 -2.67067 3.37573
H 1.37132 1.35216 3.11843
H 1.28813 -0.09059 2.08293
H 3.03189 0.88698 0.99878
H 3.88155 -0.04862 2.11286
H 3.79465 1.75723 2.32552
H 1.45911 -2.38342 2.32426
H 0.89974 -3.57661 3.60359
H 2.47904 -2.97160 3.62461
C -4.26435 3.89878 3.29388
C -3.61654 2.73947 3.66201
C -2.45141 2.36958 3.11641
C -1.87334 3.16317 2.18014
C -2.50095 4.35229 1.77115
C -3.65983 4.75998 2.37119
H -5.25608 4.14099 3.64631
H -4.04086 2.04739 4.37431
H -2.02241 1.40436 3.34164
H -1.00485 2.76396 1.67738
H -2.17902 4.92216 0.91208
H -4.15429 5.67982 2.09588
C -3.19897 -1.42023 -1.28827
C -2.45654 -1.66634 -2.42709
C -1.43590 -0.80691 -2.78164
C -1.46527 0.51566 -2.29978
C -2.36074 0.85471 -1.26562
C -3.17575 -0.11182 -0.75532
H -3.96118 -2.08140 -0.90320
H -2.50412 -2.62953 -2.91331
H -0.65567 -1.13750 -3.45124
H -0.66586 1.21206 -2.50563
H -2.38982 1.83461 -0.81246
H -3.89807 0.11125 0.01597
C -3.04076 0.38505 6.47730
C -3.19697 -0.46512 5.35088
C -2.38372 -0.27210 4.26432
C -1.45123 0.74663 4.25998
C -1.33181 1.63002 5.30239
C -2.15930 1.44714 6.46508
H -3.72829 0.24346 7.29805
H -3.96727 -1.21328 5.23558
H -2.49502 -1.05358 3.52723
H -0.78824 0.90821 3.42287
H -0.53693 2.35510 5.20838
H -2.14361 2.21951 7.21979
C 0.02350 1.16268 0.21291
C 0.52197 -0.06335 0.68129
C -0.23580 -0.69878 1.65700
C -1.52026 -0.27744 1.98897
C -2.01509 0.92786 1.54413
C -1.22552 1.65109 0.68080
H 0.49852 1.69676 -0.59672
H 1.43062 -0.45163 0.24543
H 0.10778 -1.60374 2.13596
H -2.18122 -0.97543 2.48125
H -3.01612 1.20372 1.84113
H -1.65863 2.59339 0.37934
C -4.20515 1.34792 1.11351
C -3.44781 2.30048 0.24311
C -4.07550 3.77977 -0.04727
C -3.25841 4.77682 -0.85797
C -2.94777 4.31164 -2.31728
C -2.87135 5.50755 -3.23264
H -3.90295 0.30072 1.10226
H -5.24641 1.29146 0.79623
H -4.31937 1.76583 2.11372
H -2.43340 2.33620 0.64034
H -3.30563 1.79869 -0.71402
H -4.11383 4.24929 0.93568
H -5.07949 3.61023 -0.43629
H -3.90062 5.65707 -0.88674
H -2.33833 5.10845 -0.37678
H -2.00579 3.76561 -2.36865
H -3.64852 3.58608 -2.73032
H -2.30605 5.22345 -4.12024
H -3.82294 5.86034 -3.63031
H -2.45022 6.38743 -2.74630
C -0.48456 -2.70783 0.17247
C -0.17937 -1.69940 -0.93751
C 0.72413 -2.22875 -2.07901
C 0.16083 -3.48663 -2.93417
C 1.14457 -4.67505 -3.16846
C 2.57000 -4.28636 -3.32106
H 0.34811 -2.75401 0.87435
H -0.79464 -3.72273 -0.07639
H -1.30011 -2.28246 0.75731
H -1.09310 -1.30168 -1.37912
H 0.39741 -0.95134 -0.39361
H 1.75213 -2.27301 -1.71936
H 0.84640 -1.36041 -2.72641
H -0.73930 -4.02181 -2.63175
H -0.06483 -3.06586 -3.91403
H 0.94414 -5.27309 -2.27948
H 0.81837 -5.32545 -3.98004
H 3.14651 -4.75968 -2.52625
H 2.99106 -4.87864 -4.13347
H 2.80542 -3.25190 -3.57125
C 1.61870 -2.39950 0.04818
C 2.98936 -2.24732 -0.62605
C 4.24784 -2.82938 0.10561
C 5.54302 -2.79703 -0.74015
C 6.76884 -3.45518 -0.04306
C 6.77648 -4.96835 -0.33509
H 1.59529 -2.64016 1.11102
H 1.04593 -3.22823 -0.36804
H 1.05504 -1.47145 -0.04725
H 2.88924 -2.70518 -1.61015
H 3.09724 -1.18091 -0.82411
H 4.09524 -3.86585 0.40651
H 4.49004 -2.33938 1.04866
H 5.26130 -3.47058 -1.54951
H 5.88794 -1.83292 -1.11382
H 7.73857 -3.09611 -0.38772
H 6.86612 -3.10381 0.98416
H 7.16354 -5.20265 -1.32675
H 7.20597 -5.64228 0.40617
H 5.75611 -5.34831 -0.38596
C 4.50139 -0.04871 -4.28675
C 3.06282 0.56785 -4.46036
C 2.15999 0.15360 -3.30095
C 0.66112 0.14941 -3.51882
C -0.11689 1.47246 -3.73687
C 0.11317 2.50392 -2.59920
H 5.29173 0.47699 -4.82256
H 4.50536 -1.09241 -4.60104
H 4.74093 -0.01158 -3.22406
H 3.20685 1.64672 -4.51884
H 2.59472 0.23243 -5.38582
H 2.42183 0.86209 -2.51509
H 2.47205 -0.84939 -3.00991
H 0.39243 -0.48649 -4.36235
H 0.18639 -0.32301 -2.65885
H 0.18016 1.75164 -4.74778
H -1.18654 1.26326 -3.75035
H -0.64615 3.25819 -2.80555
H -0.09747 2.01379 -1.64867
H 1.11220 2.93961 -2.58448
*
```

Computed properties:
E, eV: -71238.913
Max |F|, eV/Å: 8.2

No. 2
Formula: C51H92O28S4
Source: the Open Molecules 2025 dataset
Level of theory: ωB97M-V/def2-TZVPD

Structure (ORCA input):
```
! RIJCOSX wB97M-V def2-TZVPD def2/J DEFGRID3
* xyz 0 1
C 1.84380 7.30877 6.90647
C 2.88624 7.52656 5.80475
C 2.54340 6.79044 4.51218
O 2.39713 7.79491 3.52812
C 2.73901 9.00254 4.01960
O 2.80443 10.11084 3.42337
O 2.85950 8.87436 5.34465
H 1.81596 6.29457 7.30488
H 0.88595 7.50385 6.42425
H 1.88203 8.03731 7.71633
H 3.85425 7.10293 6.07230
H 1.62064 6.21993 4.61778
H 3.38839 6.16429 4.22580
C 7.30110 -6.95271 -3.82583
C 6.67469 -6.86630 -2.41419
C 7.21218 -5.86081 -1.45380
O 6.13262 -5.04506 -1.05487
C 5.03399 -5.42506 -1.66964
O 3.96306 -4.97423 -1.53981
O 5.32156 -6.46728 -2.48562
H 6.91381 -7.82436 -4.35340
H 8.39065 -6.97435 -3.80325
H 7.00318 -6.10276 -4.43978
H 6.67790 -7.82925 -1.90349
H 8.06950 -5.32302 -1.85862
H 7.67243 -6.44831 -0.65938
C 0.65281 -3.83313 -5.86294
C 0.19224 -5.26563 -6.19345
C -0.40023 -5.93519 -5.03384
O -1.72877 -6.25477 -5.43689
C -1.93369 -5.79701 -6.66096
O -3.03105 -5.83561 -7.26044
O -0.84408 -5.16110 -7.09598
H -0.20431 -3.34754 -5.39642
H 0.71743 -3.22722 -6.76671
H 1.54006 -3.68338 -5.24775
H 0.99232 -5.87810 -6.60919
H -0.37507 -5.30744 -4.14312
H -0.00560 -6.91601 -4.76854
C 1.31170 7.49925 -4.43171
C 2.23089 8.05301 -3.34239
C 3.24496 7.10632 -2.73267
O 4.43025 7.86101 -2.87672
C 4.28990 8.89678 -3.74542
O 5.22350 9.60213 -4.12313
O 3.02033 9.00400 -3.99789
H 1.86115 7.24634 -5.33849
H 0.54104 8.24774 -4.61595
H 0.79023 6.67073 -3.95241
H 1.79240 8.73076 -2.60995
H 3.29775 6.23853 -3.39014
H 3.03657 6.77433 -1.71559
C -10.54374 -4.44809 -2.59813
C -9.21117 -5.13857 -2.17700
C -8.57504 -6.22178 -3.06049
O -7.23045 -5.68332 -3.13364
C -7.07484 -4.52556 -2.60208
O -6.05534 -3.82280 -2.63732
O -8.21773 -4.13074 -2.12585
H -10.99277 -3.87092 -1.78983
H -11.28261 -5.21354 -2.83534
H -10.42427 -3.89202 -3.52797
H -9.27099 -5.53650 -1.16400
H -8.93843 -6.20851 -4.08805
H -8.68701 -7.23042 -2.66273
C 8.86348 -1.07464 2.80534
C 8.40007 0.39921 2.59839
O 7.27767 0.73500 2.17879
C 9.47430 1.46830 2.78209
H 9.94378 -1.19609 2.88471
H 8.61917 -1.71827 1.96026
H 8.29764 -1.49187 3.63832
H 9.27952 2.11192 3.63995
H 9.65214 2.04081 1.87176
H 10.44600 1.09801 3.10889
C 0.71897 2.09272 -9.87906
C 0.69929 2.16232 -8.37299
O 1.65096 2.60337 -7.68651
C -0.52046 1.57725 -7.70391
H 0.63131 1.05138 -10.18892
H 1.68218 2.43974 -10.25311
H -0.15703 2.65250 -10.20674
H -0.21098 1.21617 -6.72313
H -0.85363 0.69273 -8.24680
H -1.29295 2.34536 -7.66667
C -2.94231 3.11312 7.68147
C -3.59918 1.81132 7.83490
O -4.30847 1.54234 8.76343
C -3.44523 0.76421 6.69934
H -3.64903 3.94256 7.65581
H -2.44554 3.15978 6.71236
H -2.12596 3.30078 8.37893
H -4.30607 0.09893 6.63273
H -2.52372 0.21261 6.88549
H -3.40349 1.27838 5.73913
C -9.87352 0.21736 2.33151
C -8.38283 0.22848 2.51483
O -7.74112 1.21974 2.76427
C -7.68295 -1.15589 2.52796
H -10.35698 -0.60512 2.85867
H -10.09085 0.00028 1.28569
H -10.29122 1.18420 2.61231
H -8.35764 -1.87990 2.07113
H -7.67103 -1.61179 3.51797
H -6.78959 -1.14211 1.90361
C 9.33552 0.91877 -3.06643
C 7.98531 0.40420 -3.41935
O 7.90308 -0.75141 -3.76993
C 6.81214 1.37457 -3.60798
H 9.77765 0.28289 -2.29944
H 9.27211 1.93823 -2.68595
H 10.03407 0.88270 -3.90239
H 5.93723 0.74602 -3.77396
H 7.11975 2.04413 -4.41120
H 6.69778 2.01338 -2.73222
C 3.96669 1.16934 7.41389
C 3.39495 -0.08148 7.98320
C 2.97658 0.18833 9.46837
S 4.26610 1.33897 10.16853
O 5.26018 0.65202 11.01479
O 3.58896 2.60293 10.52435
C 4.98405 1.69285 8.44109
H 3.09857 1.82553 7.35157
H 4.37658 1.07702 6.40812
H 4.15225 -0.85393 7.84929
H 2.57463 -0.38241 7.33157
H 3.06867 -0.69838 10.09557
H 2.02240 0.70406 9.57641
H 5.85551 1.06850 8.24398
H 5.28187 2.74002 8.38779
C -7.96274 2.66999 -3.21083
C -8.27237 4.02219 -2.54031
C -7.15531 5.11437 -2.90785
S -5.59719 4.16796 -3.21111
O -4.56575 4.31434 -2.14710
O -5.14662 4.31548 -4.60075
C -6.43364 2.52988 -3.12766
H -8.27535 2.68169 -4.25498
H -8.60082 1.86088 -2.85545
H -8.23271 3.96834 -1.45237
H -9.27548 4.36718 -2.79104
H -6.86440 5.88274 -2.19156
H -7.42814 5.63713 -3.82459
H -6.07592 2.09295 -2.19534
H -5.97964 1.89886 -3.89173
C -2.32744 -6.08103 2.29243
C -1.35834 -7.19735 2.11269
C -2.06569 -8.24235 1.22339
S -3.70948 -8.39599 1.95025
O -3.78378 -9.38972 3.02485
O -4.80071 -8.42894 0.96054
C -3.62553 -6.72333 2.79568
H -2.48090 -5.66565 1.29643
H -1.99228 -5.33638 3.01441
H -1.08003 -7.57881 3.09510
H -0.48481 -6.81253 1.58642
H -1.68529 -9.26226 1.27974
H -2.35146 -7.93438 0.21761
H -3.53667 -6.93973 3.86028
H -4.52486 -6.11789 2.68273
C -0.69717 0.04852 -1.02784
C 0.39849 1.05210 -1.25414
C 1.39975 1.01736 -0.08299
S 0.38902 0.45295 1.42739
O 0.12489 1.56001 2.36300
O 0.92828 -0.84616 1.92096
C -1.17321 0.26400 0.45034
H -0.31758 -0.94594 -1.26250
H -1.54429 0.20900 -1.69472
H -0.00608 2.05627 -1.38089
H 0.92131 0.80137 -2.17712
H 1.94636 1.91791 0.19688
H 2.27661 0.38146 -0.20487
H -1.66845 1.23420 0.48973
H -1.68695 -0.60709 0.85701
*
```

Computed properties:
E, eV: -155043.536
Max |F|, eV/Å: 5.3